1.
Entry from the OMol25 dataset: a single C23H22N2O2 molecule at a distorted geometry (ωB97M-V/def2-TZVPD).

XYZ file:
```
49
Properties=species:S:1:pos:R:3
O 1.473 -0.552 3.007
C 0.494 -0.385 2.272
N -0.808 -0.196 2.692
C -1.295 -0.392 3.991
C -0.824 -1.485 4.748
C -1.278 -1.808 6.028
C -2.139 -0.900 6.651
C -2.563 0.267 5.994
C -2.237 0.487 4.627
C -1.658 0.261 1.578
C -0.796 0.190 0.341
C -1.005 -1.074 -0.510
C 0.333 -1.334 -1.145
C 0.486 -0.699 -2.487
C 1.054 -1.183 -3.626
C 0.820 -0.213 -4.680
C 1.089 -0.089 -6.048
C 0.551 0.998 -6.730
C -0.230 1.993 -6.092
C -0.399 1.902 -4.680
C 0.124 0.799 -4.046
O -0.024 0.533 -2.707
N 1.296 -0.882 -0.124
C 2.672 -0.454 -0.429
C 2.570 1.057 -0.397
C 1.529 1.338 0.679
C 0.678 0.072 0.804
H -0.085 -2.139 4.331
H -0.809 -2.647 6.537
H -2.447 -1.133 7.691
H -3.201 0.942 6.506
H -2.647 1.341 4.107
H -2.013 1.261 1.813
H -2.520 -0.371 1.441
H -0.984 1.095 -0.270
H -1.792 -0.904 -1.251
H -1.250 -1.962 0.095
H 0.444 -2.405 -1.332
H 1.528 -2.145 -3.762
H 1.687 -0.841 -6.530
H 0.721 1.035 -7.784
H -0.679 2.819 -6.640
H -0.925 2.675 -4.207
H 3.297 -0.735 0.392
H 3.107 -0.845 -1.363
H 3.508 1.528 -0.125
H 2.241 1.420 -1.381
H 0.890 2.178 0.410
H 2.015 1.583 1.611
```

Values from the calculation:
- net charge = 0
- gap between HOMO and LUMO (eV) = 8.911
- LUMO level (eV) = 0.71
- SMILES = O=C1N(c2ccccc2)C[C@@H]2C[C@@H](c3cc4ccccc4o3)N3CCC[C@@]123

2.
Entry from the OMol25 dataset: a molecular structure, C20H24N5O6Re (ωB97M-V/def2-TZVPD).

XYZ file:
```
56
Properties=species:S:1:pos:R:3
Re 0.279 -0.700 0.349
C -3.162 -2.359 -0.235
C -1.865 -2.896 -0.715
N -0.656 -2.371 -0.536
C 0.252 -3.201 -1.174
C -0.413 -4.243 -1.738
N -1.725 -4.025 -1.434
C -0.074 -5.460 -2.563
O 1.186 -5.659 -2.893
O -0.984 -6.164 -2.878
C 1.642 -2.795 -1.111
O 2.601 -3.297 -1.578
O 1.737 -1.599 -0.347
H -3.031 -1.348 0.142
H -3.570 -2.994 0.554
H -3.887 -2.336 -1.049
H -2.457 -4.661 -1.742
H 1.810 -5.005 -2.539
C -2.906 -0.782 4.897
N -2.450 -0.350 3.561
C -3.213 0.736 2.934
C -1.419 -0.892 3.014
O -0.973 -0.530 1.854
H -2.901 0.078 5.563
H -2.249 -1.555 5.287
H -3.921 -1.167 4.813
H -2.990 1.669 3.451
H -4.273 0.519 3.044
H -2.954 0.822 1.884
H -0.911 -1.683 3.559
C 2.410 4.301 -1.498
N 1.209 3.465 -1.591
N 1.062 2.287 -0.908
C -0.190 1.826 -1.143
O -0.637 0.675 -0.634
C -0.847 2.707 -1.966
C 0.064 3.736 -2.228
C -0.119 4.965 -3.042
C 2.073 1.585 -0.200
C 1.738 1.109 1.092
C 2.711 0.388 1.807
C 3.946 0.113 1.240
C 4.229 0.572 -0.038
C 3.290 1.301 -0.774
H 2.945 4.065 -0.582
H 2.096 5.340 -1.457
H 3.056 4.144 -2.359
H -1.850 2.618 -2.344
H -0.931 4.819 -3.749
H 0.784 5.222 -3.594
H -0.381 5.808 -2.399
H 0.920 1.578 1.637
H 2.500 0.081 2.824
H 4.691 -0.438 1.797
H 5.192 0.357 -0.483
H 3.518 1.624 -1.781
```

Values from the calculation:
- net charge = +3
- gap between HOMO and LUMO (alpha / beta) (eV) = 7.210 / 7.212
- spin multiplicity = 2
- LUMO level (alpha / beta) (eV) = -10.94 / -10.74

Here are the calculated energy above the lowest of the compared OMol25 structures with the same formula, charge and spin numbers, same order: 1.379 0.292 (eV).
Here are the calculated E numbers, same order: -1149.63712 -1579.09076 (hartree).